1.
The following is a quantum chemistry calculation of C16H14N4O2S2 in the gas phase in a non-equilibrium geometry, from the Open Molecules 2025 dataset.

XYZ file:
```
38
Properties=species:S:1:pos:R:3:nbo_charge:R:1
O 0.0535 -1.5168 5.6807 -0.91
S -0.2687 -1.4305 4.2324 2.23
O -1.5768 -2.0297 3.8404 -0.90
N -0.1137 0.2284 3.7494 -0.81
C -0.2165 0.5357 2.4043 0.07
C 0.8076 1.1006 1.7019 -0.22
C 0.6580 1.3658 0.3166 -0.18
C -0.5644 1.1659 -0.3343 -0.08
C -0.6622 1.4923 -1.7476 0.09
C -1.7442 1.2314 -2.5961 -0.10
N -1.3757 1.7715 -3.8189 -0.36
C -0.1454 2.2870 -3.6834 0.20
N 0.3164 2.1892 -2.4643 -0.48
S 0.5920 2.9241 -5.1128 0.29
C -0.8326 2.1812 -6.0636 -0.51
C -2.0054 1.8784 -5.1379 -0.21
C -1.6379 0.6487 0.4174 -0.19
C -1.4239 0.2559 1.7399 -0.18
C 1.0303 -2.2050 3.3217 -0.40
C 0.8631 -2.7067 2.0525 -0.12
C 1.9325 -3.3532 1.4149 -0.25
C 3.1254 -3.4491 2.1221 0.05
N 3.3141 -2.8554 3.3084 -0.41
C 2.2743 -2.2694 3.9241 0.06
H 0.6309 0.6315 4.2998 0.41
H 1.7144 1.4008 2.1932 0.21
H 1.4872 1.8696 -0.2235 0.24
H -2.7065 0.7668 -2.3137 0.23
H -0.4862 1.2509 -6.4801 0.22
H -1.1328 2.8150 -6.9071 0.23
H -2.4724 0.9369 -5.4515 0.22
H -2.7474 2.6928 -5.1847 0.21
H -2.6186 0.5673 -0.0595 0.21
H -2.2662 -0.1538 2.2810 0.23
H -0.0856 -2.6316 1.5380 0.24
H 1.8849 -3.7410 0.4053 0.23
H 4.0135 -3.9091 1.6884 0.20
H 2.3847 -1.9365 4.9467 0.23
```

Results
HOMO = -7.8 eV
Gap between HOMO and LUMO = 8.16 eV
Spin multiplicity = 1
F_max = 0.0698 hartree/bohr
Structure (SMILES) = O=S(=O)(Nc1ccc(-c2cn3c(n2)SCC3)cc1)c1cccnc1

---

2.
The following is a quantum chemistry calculation of a molecular structure, C16H14N5RbS5Sb, from the Open Molecules 2025 dataset.

XYZ file:
```
42
Properties=species:S:1:pos:R:3:nbo_charge:R:1
Rb -1.5561 1.1866 0.5377 0.92
S -3.9949 1.3463 7.0725 -0.91
Sb -3.5052 0.5743 4.9508 1.07
S -2.0190 1.9342 3.7495 -1.03
S -2.7833 -1.6673 4.9686 -0.98
S 1.0570 1.1575 -4.4039 0.30
C 2.1295 0.3424 -3.3196 -0.26
C 3.3432 -0.2850 -3.5775 -0.21
C 4.0071 -0.8886 -2.5237 -0.23
C 3.4651 -0.8694 -1.2350 -0.22
C 2.2599 -0.2450 -0.9806 -0.22
C 1.5818 0.3739 -2.0299 0.19
N 0.3732 1.0342 -1.9164 -0.50
C -0.0473 1.4961 -3.0450 0.18
C -1.3107 2.2198 -3.2913 -0.22
C -1.4426 2.8926 -4.5157 -0.22
C -2.6127 3.5597 -4.8197 -0.26
C -3.6459 3.5436 -3.8846 -0.23
C -3.4792 2.8792 -2.6770 -0.28
C -2.3141 2.1780 -2.2989 -0.34
H 3.7528 -0.3098 -4.5793 0.20
H 4.9496 -1.3906 -2.7023 0.20
H 3.9906 -1.3603 -0.4262 0.21
H 1.8243 -0.2472 0.0104 0.23
H -0.6231 2.9118 -5.2303 0.19
H -2.7181 4.0881 -5.7600 0.19
H -4.5764 4.0596 -4.1061 0.18
H -4.3180 2.9088 -1.9824 0.18
C 0.8960 -1.5019 5.1789 -0.69
C 1.0634 -2.4215 4.0294 0.37
N 1.9587 -3.3621 3.9067 -0.31
N 1.7204 -3.8797 2.6622 -0.39
C 0.6968 -3.2928 2.0113 0.21
S 0.0817 -3.6065 0.4834 -0.37
N 0.2847 -2.3615 2.9060 -0.21
N -0.7121 -1.4174 2.6711 -0.69
H 1.4695 -1.8830 6.0204 0.23
H -0.1601 -1.4045 5.4564 0.29
H 1.2478 -0.5026 4.9155 0.24
H 2.2602 -4.6480 2.3088 0.41
H -1.2970 -1.8237 1.9410 0.38
H -1.2973 -1.3187 3.5248 0.42
```

Results
HOMO (alpha / beta) = -0.9 / -1.8 eV
Gap between HOMO and LUMO (alpha / beta) = 4.58 / 5.50 eV
Net charge = -2
Spin multiplicity = 2
F_max = 0.0173 hartree/bohr

---

3.
The following is a quantum chemistry calculation of a molecular structure, C16H15AuF4N4, from the Open Molecules 2025 dataset.

XYZ file:
```
40
Properties=species:S:1:pos:R:3:nbo_charge:R:1
Au -0.2329 0.1214 0.0354 1.01
C 2.3271 -0.6258 1.5364 -0.45
N 0.9931 -1.2410 1.4144 -0.29
C 0.3219 -1.3964 2.7142 -0.44
C 0.9594 -2.4823 0.6130 -0.26
C 1.3303 -2.2618 -0.8359 -0.27
N 0.5290 -1.1565 -1.3926 -0.47
C 0.4119 -0.9524 -2.7046 0.08
C -0.4483 0.0824 -3.2006 0.37
F -1.1288 0.8347 -2.3247 -0.30
C -0.6196 0.3155 -4.5313 0.34
F -1.4366 1.2759 -4.9172 -0.25
C 0.0548 -0.4532 -5.4826 -0.19
C 0.9067 -1.4586 -5.0505 0.34
F 1.5671 -2.1886 -5.9269 -0.25
C 1.0929 -1.7132 -3.7139 0.35
F 1.9465 -2.6627 -3.3667 -0.26
H 2.9833 -1.3091 2.0830 0.24
H 2.2454 0.3049 2.0928 0.24
H 2.7528 -0.4287 0.5560 0.23
H 0.8668 -2.1346 3.3094 0.24
H -0.6969 -1.7466 2.5656 0.23
H 0.3245 -0.4467 3.2441 0.23
H -0.0490 -2.8881 0.6884 0.23
H 1.6477 -3.2078 1.0578 0.25
H 1.1378 -3.1939 -1.3632 0.26
H 2.3922 -2.0426 -0.9608 0.24
H -0.0829 -0.2646 -6.5404 0.29
N -3.2068 5.1047 4.6313 -0.14
C -2.7546 4.3200 3.9260 0.20
C -2.1785 3.3415 3.0447 -0.03
C -1.0304 3.6434 2.3165 -0.19
C -0.5003 2.6829 1.4865 0.06
N -1.0603 1.4616 1.3615 -0.54
C -2.1744 1.1730 2.0596 0.06
C -2.7586 2.0846 2.9084 -0.18
H -0.5597 4.6133 2.3941 0.28
H 0.3879 2.8832 0.9034 0.23
H -2.6045 0.1910 1.9193 0.23
H -3.6559 1.8211 3.4504 0.27
```

Results
HOMO (alpha / beta) = -15.7 / -15.9 eV
Gap between HOMO and LUMO (alpha / beta) = 8.86 / 6.57 eV
Net charge = +2
Spin multiplicity = 3
F_max = 0.0051 hartree/bohr

---

4.
The following is a quantum chemistry calculation of a molecular structure, C16H15BF5N5O2Ru, from the Open Molecules 2025 dataset.

XYZ file:
```
45
Properties=species:S:1:pos:R:3:nbo_charge:R:1
Ru 0.5492 -0.1326 -0.1992 0.75
C 1.1169 -0.4603 4.4199 -0.43
N 1.0086 0.8728 3.8095 -0.34
C 1.0907 2.0558 4.6773 -0.44
C 0.8177 0.9797 2.5051 0.67
N 0.6087 -0.0778 1.7251 -0.72
N 0.8468 2.2471 1.9677 -0.59
C 0.5328 2.6643 0.6906 0.66
N 0.4565 3.9875 0.5279 -0.75
N 0.3480 1.8168 -0.2803 -0.68
H 1.4544 -0.3423 5.4434 0.26
H 1.8580 -1.0630 3.8942 0.23
H 0.1501 -0.9663 4.4319 0.23
H 1.0560 1.7256 5.7094 0.26
H 0.2366 2.7147 4.5175 0.23
H 2.0310 2.5922 4.5308 0.23
H 0.5550 -0.9575 2.2245 0.42
H 1.1552 2.9750 2.5939 0.44
H 0.4025 4.6254 1.3046 0.43
H 0.3379 4.3839 -0.3907 0.44
H 0.0339 2.2431 -1.1446 0.42
F 2.9989 1.4108 -2.0499 -0.28
C 2.9638 0.0864 -2.0730 0.37
C 2.0562 -0.6187 -1.2898 -0.30
C 2.0659 -2.0068 -1.3217 0.33
F 1.1551 -2.5603 -0.4750 -0.29
C 2.9009 -2.7407 -2.1198 0.28
F 2.8916 -4.0553 -2.1552 -0.24
C 3.7906 -2.0093 -2.9182 0.36
F 4.6092 -2.6532 -3.7068 -0.23
C 3.8264 -0.6121 -2.8986 0.31
F 4.6822 0.0233 -3.6724 -0.26
O -1.4957 -1.6743 -1.7741 -0.63
B -1.3095 -0.5610 -1.0155 0.95
O -2.4117 0.2214 -0.8453 -0.66
C -3.4069 -0.4744 -1.5491 0.26
C -4.7328 -0.1445 -1.7017 -0.25
C -5.4864 -1.0219 -2.4746 -0.18
C -4.9252 -2.1602 -3.0525 -0.18
C -3.5818 -2.4803 -2.8876 -0.21
C -2.8519 -1.6049 -2.1189 0.19
H -5.1598 0.7406 -1.2526 0.24
H -6.5354 -0.8142 -2.6322 0.24
H -5.5513 -2.8131 -3.6444 0.24
H -3.1389 -3.3612 -3.3295 0.25
```

Results
HOMO = -13.9 eV
Gap between HOMO and LUMO = 5.83 eV
Net charge = +2
Spin multiplicity = 1
F_max = 0.0023 hartree/bohr

---

5.
The following is a quantum chemistry calculation of a molecular structure, C16H15BaN3O3 in a non-equilibrium geometry, from the Open Molecules 2025 dataset.

XYZ file:
```
38
Properties=species:S:1:pos:R:3:nbo_charge:R:1
Ba -2.7557 -0.2018 -0.6365 1.93
O 2.1632 0.1572 -1.4470 -0.59
C 2.5763 1.2036 -2.0356 0.65
O 1.1646 2.4273 0.4022 -0.59
C 2.0154 2.9229 -0.2380 0.91
O 2.5470 4.1568 0.1432 -0.47
N 2.6933 2.4655 -1.4057 -0.50
C 3.5910 4.4979 -0.7905 -0.10
C 3.7400 3.4529 -1.8616 -0.25
H 4.4449 4.5464 -0.1146 0.21
H 3.2482 5.4450 -1.1681 0.21
H 4.7163 2.9555 -1.7322 0.23
H 3.4088 3.8666 -2.8164 0.23
C 3.2147 1.1128 -3.3645 -0.33
C 2.8196 0.1424 -4.2059 -0.26
H 4.0503 1.8561 -3.5606 0.24
H 1.9568 -0.4936 -4.0200 0.21
H 3.3316 0.1158 -5.1268 0.22
C -1.6098 -4.4821 -0.6850 -0.21
C -2.5573 -4.7599 0.2951 -0.13
C -2.8764 -3.8128 1.2621 -0.20
C -2.2178 -2.5868 1.2637 0.09
N -1.2830 -2.3473 0.2770 -0.54
C -0.9916 -3.2552 -0.6785 0.02
C -2.5123 -1.4753 2.1836 0.10
C -3.4587 -1.5165 3.2014 -0.20
C -3.6376 -0.3682 3.9693 -0.12
C -2.9214 0.8092 3.7433 -0.21
C -2.0179 0.8225 2.7065 0.03
N -1.8528 -0.2820 1.9460 -0.56
H -1.3291 -5.2278 -1.4256 0.26
H -3.0867 -5.7138 0.2969 0.26
H -3.6309 -3.9743 2.0204 0.24
H -0.1855 -2.9650 -1.3592 0.24
H -4.0200 -2.4403 3.3486 0.24
H -4.3796 -0.3898 4.7625 0.26
H -3.0216 1.6901 4.3772 0.26
H -1.3365 1.6462 2.4730 0.25
```

Results
HOMO = -14.4 eV
Gap between HOMO and LUMO = 7.07 eV
Net charge = +2
Spin multiplicity = 1
F_max = 0.0752 hartree/bohr

---

6.
The following is a quantum chemistry calculation of a molecular structure, C16H15Cl5Pt in a non-equilibrium geometry, from the Open Molecules 2025 dataset.

XYZ file:
```
37
Properties=species:S:1:pos:R:3:nbo_charge:R:1
Pt 0.0357 0.2417 0.3502 0.59
C 0.4259 -1.1733 -1.2939 -0.01
C 1.1662 -1.7291 -0.2060 -0.08
C 0.2293 -2.1330 0.7479 -0.01
C -1.1196 -1.8847 0.2521 -0.10
C -1.0125 -1.3083 -0.9925 -0.07
C -2.1061 -0.9577 -1.9528 -0.64
C -2.3791 -2.2412 0.9722 -0.63
C 0.5466 -2.7783 2.0528 -0.65
C 2.6530 -1.9125 -0.1250 -0.65
C 0.9562 -0.8036 -2.6354 -0.65
H -2.0017 -1.5252 -2.8826 0.22
H -2.0857 0.1004 -2.2118 0.24
H -3.0867 -1.1819 -1.5380 0.22
H -2.4979 -3.3276 1.0232 0.22
H -3.2548 -1.8320 0.4741 0.23
H -2.3791 -1.8672 1.9980 0.23
H 0.3879 -2.1000 2.8950 0.24
H 1.5822 -3.1119 2.0851 0.23
H -0.1008 -3.6431 2.2103 0.23
H 2.9326 -2.9631 -0.2481 0.21
H 3.0461 -1.5754 0.8335 0.23
H 3.1626 -1.3411 -0.8986 0.23
H 0.5827 -1.5080 -3.3852 0.22
H 2.0434 -0.8304 -2.6600 0.23
H 0.6328 0.1899 -2.9250 0.25
Cl 0.5290 2.6817 -2.2581 0.01
C 0.3226 3.2065 -0.6125 -0.08
C 0.1235 2.2598 0.3849 -0.33
C -0.0549 2.7546 1.6635 0.01
Cl -0.3169 1.5560 2.9175 0.02
C -0.0352 4.1012 1.9873 -0.12
Cl -0.2677 4.6106 3.6160 0.05
C 0.1746 5.0269 0.9695 -0.10
Cl 0.2093 6.7113 1.3301 0.05
C 0.3522 4.5741 -0.3371 -0.08
Cl 0.6044 5.7142 -1.6005 0.05
```

Results
HOMO = -7.1 eV
Gap between HOMO and LUMO = 6.28 eV
Spin multiplicity = 1
F_max = 0.0293 hartree/bohr

---

> F_max of number 2 (C16H14N5RbS5Sb)?

0.0173 hartree/bohr

---

> Look up the spin multiplicity of the second one.

2

---

> Among the records above, which one has the highest F_max?

C16H15BaN3O3

---

> Look up the spin multiplicity of the fifth one.

1